The following is a quantum chemistry calculation of a 10-piece molecular cluster, C40H110N10O10 overall, from the OMol25 dataset.

Positions of all 170 atoms, in Å:
C  -2.7125  -12.4809  0.6507
C  -2.3835  -11.5788  -0.5697
C  -3.0171  -12.0879  -1.9264
O  -2.1645  -11.6166  -2.9211
C  -2.6981  -11.6642  -4.2099
N  -2.8995  -10.2802  -0.2150
H  -1.8388  -13.1108  0.8177
H  -3.6215  -13.0351  0.4163
H  -2.7581  -11.9902  1.6229
H  -1.3151  -11.6378  -0.7776
H  -4.0704  -11.8792  -2.1139
H  -2.9551  -13.1728  -1.8416
H  -3.2033  -12.6300  -4.2136
H  -1.9812  -11.5561  -5.0238
H  -3.3755  -10.8218  -4.3506
H  -2.6058  -9.6734  -0.9670
H  -3.9083  -10.2390  -0.2428
C  -0.7404  7.3803  3.4830
C  -1.5338  7.1488  4.8343
C  -2.1498  8.4487  5.4523
O  -1.1817  9.5045  5.6740
C  -0.6286  9.6182  6.9926
N  -2.6953  6.3462  4.5365
H  -1.2842  7.6779  2.5864
H  -0.2959  6.4355  3.1704
H  0.0866  8.0815  3.5938
H  -0.8242  6.7506  5.5596
H  -2.8368  8.3629  6.2942
H  -2.8248  8.7822  4.6641
H  0.3197  10.1365  7.1350
H  -0.3568  8.6747  7.4659
H  -1.3092  10.2049  7.6097
H  -3.3983  6.4749  5.2501
H  -2.4179  5.4001  4.3171
C  2.4791  0.6649  5.1880
C  2.1071  1.2587  6.5713
C  1.8987  2.7339  6.5367
O  2.8729  3.4815  5.8090
C  2.8077  4.8421  5.7447
N  0.9125  0.5017  7.0050
H  3.5354  0.7971  4.9537
H  1.7689  0.9174  4.4006
H  2.5898  -0.4173  5.2565
H  2.8284  1.0791  7.3684
H  1.8572  3.2249  7.5090
H  0.8907  2.8295  6.1331
H  2.1037  5.2790  6.4529
H  2.7118  5.1089  4.6922
H  3.8297  5.1138  6.0088
H  1.0100  -0.4985  7.1060
H  0.1265  0.5566  6.3732
C  10.4076  6.7683  1.7168
C  8.8858  6.9532  1.7132
C  8.2341  5.7910  2.3784
O  8.3065  4.6057  1.5924
C  7.6815  3.3975  2.0274
N  8.6091  8.2482  2.3666
H  10.8523  7.6794  1.3165
H  10.7194  5.9211  1.1060
H  10.7851  6.5505  2.7159
H  8.6673  6.9702  0.6454
H  7.1654  5.9880  2.4628
H  8.5331  5.5609  3.4010
H  7.3920  3.3371  3.0765
H  8.3734  2.5565  1.9827
H  6.8304  3.1195  1.4057
H  7.6001  8.2908  2.3557
H  9.0967  8.9939  1.8911
C  -4.7583  -1.0370  6.0179
C  -4.0980  -0.5301  4.7017
C  -4.1809  0.9671  4.7485
O  -3.4867  1.5532  3.7372
C  -4.0556  1.3545  2.4150
N  -2.7603  -1.0849  4.6482
H  -5.6022  -0.3945  6.2692
H  -4.1660  -0.8146  6.9054
H  -5.0201  -2.0951  6.0289
H  -4.7665  -0.7765  3.8768
H  -3.7180  1.1545  5.7174
H  -5.1658  1.3909  4.9444
H  -3.7968  0.3555  2.0642
H  -3.5114  1.9850  1.7117
H  -5.1427  1.4332  2.4046
H  -2.4817  -0.9100  3.6933
H  -2.9186  -2.0806  4.5886
C  -0.2354  5.5875  -3.4394
C  0.9784  5.5241  -4.4708
C  2.3350  4.8735  -3.9223
O  2.8850  5.6255  -2.7737
C  4.0395  5.0414  -2.2408
N  0.4237  4.8085  -5.6096
H  -0.0976  5.9552  -2.4226
H  -0.6910  4.5990  -3.3819
H  -1.0218  6.2427  -3.8141
H  1.1370  6.5842  -4.6686
H  3.0208  4.7155  -4.7547
H  1.9778  3.8673  -3.7028
H  3.8586  3.9667  -2.2267
H  4.1964  5.3982  -1.2229
H  4.9383  5.0930  -2.8553
H  1.2212  4.5222  -6.1594
H  -0.0233  3.9566  -5.3022
C  -1.3263  -5.8821  -6.2186
C  -2.6955  -5.1954  -5.8683
C  -3.7992  -5.7241  -6.9028
O  -3.7621  -5.2109  -8.2351
C  -3.7064  -3.7501  -8.3721
N  -3.0233  -5.6439  -4.5561
H  -0.4473  -5.2802  -5.9881
H  -1.3131  -6.0847  -7.2896
H  -1.1068  -6.7312  -5.5713
H  -2.6926  -4.1058  -5.8983
H  -4.7851  -5.3860  -6.5838
H  -3.7670  -6.8121  -6.9600
H  -3.6759  -3.5590  -9.4448
H  -2.7916  -3.3060  -7.9796
H  -4.5952  -3.2579  -7.9776
H  -2.1975  -5.4083  -4.0244
H  -3.8936  -5.1759  -4.3475
C  -6.4840  -4.0234  -0.0750
C  -7.5897  -3.5339  -1.0594
C  -8.5158  -2.4328  -0.4761
O  -9.2041  -2.9952  0.6897
C  -10.6310  -3.1256  0.3565
N  -6.9135  -3.0299  -2.3137
H  -5.8482  -4.7781  -0.5380
H  -6.8287  -4.4776  0.8539
H  -5.7233  -3.2725  0.1385
H  -8.1889  -4.3834  -1.3872
H  -9.1212  -2.1590  -1.3401
H  -7.9622  -1.5786  -0.0865
H  -11.2310  -3.5222  1.1755
H  -10.8776  -3.7371  -0.5115
H  -11.0212  -2.1126  0.2582
H  -7.5333  -3.3138  -3.0589
H  -7.1748  -2.0546  -2.2885
C  5.2579  -0.6818  -4.3279
C  6.6692  -0.3331  -3.7609
C  7.3022  1.0014  -4.2375
O  7.5129  1.1635  -5.6791
C  8.5856  0.4502  -6.1746
N  6.4605  -0.2869  -2.3212
H  5.1197  -1.6901  -3.9376
H  5.4103  -0.7092  -5.4068
H  4.3754  -0.0594  -4.1798
H  7.3773  -1.1061  -4.0594
H  8.2561  1.0027  -3.7102
H  6.7757  1.9147  -3.9605
H  9.6064  0.4808  -5.7936
H  8.5987  0.6583  -7.2445
H  8.0953  -0.5210  -6.1077
H  5.5632  0.0959  -2.0599
H  7.1599  0.3190  -1.9164
C  0.2038  -3.3851  -1.3806
C  -0.5809  -2.1362  -1.1474
C  0.3702  -1.0070  -0.7321
O  -0.2357  0.0470  -0.0275
C  0.6865  1.1036  0.3104
N  -1.3594  -1.7966  -2.3777
H  0.3230  -3.5710  -2.4480
H  -0.2639  -4.2909  -0.9946
H  1.1602  -3.3346  -0.8602
H  -1.2474  -2.3314  -0.3073
H  0.9433  -0.6477  -1.5868
H  1.1189  -1.3700  -0.0280
H  0.7710  1.8315  -0.4965
H  1.6843  0.6943  0.4690
H  0.4142  1.6522  1.2121
H  -2.2368  -2.2683  -2.2107
H  -1.6538  -0.8557  -2.1585

Properties
- 2S+1 = 1
- HOMO level (eV) = -8.90
- structure (SMILES) = COC[C@H](C)N.COC[C@H](C)N.COC[C@H](C)N.COC[C@H](C)N.COC[C@H](C)N.COC[C@H](C)N.COC[C@H](C)N.COC[C@H](C)N.COC[C@H](C)N.COC[C@H](C)N
- total charge = 0
- Kohn-Sham gap (hartree) = 0.3319
- LUMO energy (eV) = 0.129